Here is a structure of composition C3H5NiO4 from the OMol25 dataset. Energies are from the ωB97M-V functional and the def2-TZVPD basis.

```
13
Properties=species:S:1:pos:R:3:forces:R:3
O -0.0322 1.3583 -0.6625 2.14 -1.70 -1.55
C 1.1987 -0.4833 0.4725 0.88 -1.26 0.01
C -1.2098 0.8253 -0.0982 -0.07 -0.37 -0.31
O 1.9339 -0.0030 1.3801 -0.82 -0.26 -0.17
O 0.0461 -1.0634 0.8059 0.11 0.95 0.30
C -1.1242 -0.6824 0.0641 -0.26 -0.13 -0.46
H -2.0473 1.0586 -0.7705 -0.14 -0.14 0.32
H -1.3949 1.2742 0.8934 0.27 0.10 -0.44
H -1.1003 -1.1743 -0.9189 -0.04 0.03 0.22
H -1.9671 -1.0477 0.6607 0.19 -0.03 -0.27
Ni 3.4228 -0.0589 0.1156 1.06 0.27 -0.32
O 1.7133 -0.6448 -0.7176 -0.83 0.17 0.81
H 0.5610 0.6413 -1.2244 -2.48 2.37 1.86
```
Forces are in eV/Å.

Calculated values
**LUMO level (spin up / spin down)**: 0.0224 / -0.0552 Eh
**Spin multiplicity**: 4
**Energy relative to the best compared isomer or geometry (same formula, charge and spin)**: 0.000 eV
**Electronic energy**: -1926.4800 hartree